C18H23FN4O3 in the gas phase, computed with ωB97M-V with the def2-TZVPD basis set.

The calculation puts the maximum force at 0.71 eV Å⁻¹. The highest occupied orbital energy is -0.312 hartree. For the orbital gap, the calculation gives 9.038 eV. The energy above the lowest of the compared OMol25 structures with the same formula, charge and spin is 4.1 kcal/mol. As for the SMILES: CCCCN(C(=O)c1ccccc1F)c1c(N)n(CCC)c(=O)[nH]c1=O.

Structure (ORCA input):
```
! RIJCOSX wB97M-V def2-TZVPD def2/J DEFGRID3
* xyz 0 1
C 2.261 -0.474 -4.119
C 0.740 -0.585 -4.115
C 0.232 -1.923 -3.581
C 0.439 -2.146 -2.081
N -0.251 -1.174 -1.231
C -1.612 -1.082 -1.301
O -2.288 -1.624 -2.149
C -2.233 -0.202 -0.254
C -1.884 1.126 -0.061
C -2.483 1.917 0.900
C -3.470 1.364 1.697
C -3.853 0.046 1.513
C -3.248 -0.727 0.538
H -3.533 -1.756 0.388
H -4.628 -0.382 2.129
H -3.941 1.968 2.458
H -2.176 2.945 1.010
F -0.921 1.690 -0.841
C 0.373 -0.868 0.014
C 1.327 0.118 0.102
N 1.765 0.759 -1.013
H 2.144 1.685 -0.922
H 1.168 0.622 -1.817
N 1.910 0.419 1.307
C 1.549 -0.225 2.484
O 2.040 0.062 3.551
N 0.612 -1.206 2.343
C -0.038 -1.611 1.175
O -0.868 -2.495 1.211
H 0.350 -1.692 3.193
C 2.897 1.482 1.427
C 2.239 2.859 1.549
C 3.289 3.961 1.603
H 3.891 3.967 0.696
H 2.814 4.932 1.705
H 3.951 3.811 2.452
H 1.643 2.874 2.463
H 1.560 3.035 0.711
H 3.583 1.435 0.579
H 3.460 1.275 2.341
H 1.500 -2.092 -1.827
H 0.075 -3.150 -1.831
H -0.833 -2.008 -3.792
H 0.746 -2.734 -4.102
H 0.383 -0.474 -5.141
H 0.292 0.230 -3.540
H 2.571 0.495 -4.506
H 2.677 -0.590 -3.122
H 2.687 -1.245 -4.757
*
```